1.
The following is a DFT calculation (wB97M-V/def2-TZVPD) of a structure of composition C15H10InN4O11S3 in a non-equilibrium geometry.

```
44
C15H10InN4O11S3 (wB97M-V/def2-TZVPD)
In 0.830 -0.260 0.125
O 4.097 1.515 1.268
S 3.240 0.963 0.256
O 3.740 1.070 -1.107
O 2.897 -0.514 0.547
O 1.825 1.586 0.315
C 0.372 -3.888 1.800
C 1.223 -3.667 0.594
N 1.121 -2.694 -0.268
C 2.058 -2.796 -1.282
C 2.879 -3.867 -1.193
S 2.481 -4.780 0.194
C 2.109 -1.728 -2.282
C 2.878 -1.668 -3.391
S 2.658 -0.161 -4.164
C 1.545 0.324 -2.962
N 1.326 -0.608 -2.070
C 0.914 1.669 -2.952
H -0.507 -3.252 1.781
H 0.936 -3.635 2.700
H 0.075 -4.935 1.863
H 3.689 -4.148 -1.846
H 3.553 -2.410 -3.787
H 1.086 2.192 -3.890
H 1.353 2.245 -2.133
H -0.153 1.583 -2.756
O -2.117 -1.677 2.426
C -1.427 -0.768 1.997
O -0.127 -0.842 1.861
C -2.064 0.557 1.645
C -2.917 1.120 2.556
C -3.508 2.354 2.296
C -3.272 3.005 1.108
C -2.463 2.413 0.161
C -1.794 1.176 0.384
O -1.017 0.638 -0.495
N -2.320 3.137 -1.103
O -2.331 4.359 -1.062
O -2.092 2.498 -2.114
N -4.398 2.956 3.277
O -4.592 2.354 4.320
O -4.920 4.025 3.005
H -3.138 0.603 3.479
H -3.730 3.959 0.901
```

As for the spin multiplicity: 1. As for the net charge: -1.

---

2.
The following is a DFT calculation (wB97M-V/def2-TZVPD) of an isolated molecule of C15H10N6S in a non-equilibrium geometry.

```
32
C15H10N6S (wB97M-V/def2-TZVPD)
C 0.071 0.444 -4.175
C -0.809 -0.238 -3.293
C -0.512 -0.189 -1.963
C 0.591 0.552 -1.441
C 0.685 0.627 0.045
N -0.408 0.794 0.877
C -0.086 0.821 2.200
C -0.913 0.721 3.352
C -1.996 -0.102 3.399
C -2.723 -0.155 4.594
N -2.509 0.800 5.610
C -1.499 1.684 5.446
C -0.595 1.613 4.430
S 1.573 0.549 2.488
C 1.860 0.495 0.753
C 3.284 0.291 0.354
N 4.372 0.541 1.208
N 5.381 0.332 0.527
N 5.031 0.061 -0.691
N 3.710 -0.064 -0.853
C 1.464 1.132 -2.313
C 1.193 1.107 -3.650
H -0.188 0.504 -5.255
H -1.720 -0.781 -3.544
H -1.134 -0.944 -1.432
H -2.193 -0.759 2.561
H -3.537 -0.786 4.935
H -1.378 2.460 6.169
H 0.036 2.462 4.391
H 5.700 -0.255 -1.392
H 2.369 1.683 -1.944
H 1.813 1.534 -4.461
```

As for the spin multiplicity: 1. As for the net charge: 0.

---

Energy relative to the best compared isomer or geometry (same formula, charge and spin) for every record listed, in sequence, given in kJ/mol: 0.0 128.6.
LUMO for every record listed, in sequence, given in eV: 1.94 -0.29.